{
  "formula": "C5H6N2O3",
  "method": "wB97M-V/def2-TZVPD",
  "symbols": ["C", "C", "C", "C", "C", "N", "N", "O", "O", "O", "H", "H", "H", "H", "H", "H"],
  "coordinates": [[-0.021071, -1.282663, 1.334399], [1.539487, 0.169395, -0.942079], [-1.388101, -0.551164, -0.523741], [-0.751367, 1.072953, 1.088666], [-0.672666, -0.260128, 0.573550], [0.547266, -1.940912, 2.092917], [1.255160, -1.031496, -0.635726], [0.926502, 0.635972, -2.039131], [2.075058, 0.875212, -0.130560], [1.548020, -2.153632, -0.921016], [-1.842676, 0.247280, -0.979757], [0.730755, 1.566838, -1.841511], [-1.642118, -1.589573, -0.763198], [-1.851507, 1.151510, 1.340517], [-0.048151, 1.268053, 1.996022], [-0.404591, 1.822356, 0.350646]],
  "forces_ev_per_a": [[0.081, -0.014, 1.445], [1.444, 5.109, -1.984], [0.585, -2.328, 2.092], [0.724, 2.796, 2.557], [-1.670, -2.392, -1.420], [-0.363, 0.024, -0.471], [-0.377, -6.615, 1.000], [-0.356, -0.089, -0.230], [0.789, 0.579, 0.651], [0.498, 0.730, -0.582], [-1.253, 1.506, -1.355], [0.234, 0.002, -0.284], [0.419, 0.528, -0.402], [1.419, 0.870, 0.107], [-1.550, -0.455, -1.402], [-0.624, -0.250, 0.277]],
  "mulliken_charge": [0.273, 0.567, -0.822, -1.254, 0.716, -0.483, 0.391, -0.447, -0.517, -0.412, 0.375, 0.358, 0.292, 0.368, 0.320, 0.274],
  "e_lumo_ev": [-1.37, -1.52],
  "total_energy_ev": -14398.918,
  "homo_energy_ev": [-9.304, -9.489],
  "homo_lumo_gap_ev": [7.937, 7.969]
}

{
  "formula": "C20H35AuN4O3P",
  "method": "wB97M-V/def2-TZVPD",
  "symbols": ["Au", "C", "C", "P", "C", "C", "C", "C", "H", "H", "H", "H", "H", "H", "H", "H", "H", "H", "H", "H", "H", "H", "H", "N", "C", "C", "N", "C", "H", "H", "H", "H", "C", "C", "C", "O", "C", "H", "H", "H", "H", "H", "H", "H", "H", "O", "C", "N", "C", "O", "C", "C", "C", "C", "N", "C", "H", "H", "H", "H", "H", "H", "H", "H"],
  "coordinates": [[0.292046, -0.289920, -0.501113], [-3.451955, -1.658044, 1.029481], [-2.515953, -2.542559, 0.209938], [-1.590936, -1.693378, -1.087829], [-2.794217, -0.893123, -2.179879], [-3.593827, -1.947193, -2.969368], [-0.622844, -2.912846, -2.028010], [0.431706, -3.675994, -1.226358], [-3.979255, -2.271572, 1.757953], [-4.207439, -1.179694, 0.408698], [-2.906413, -0.889078, 1.580016], [-3.065906, -3.315841, -0.342235], [-1.813020, -3.101021, 0.822574], [-2.275573, -0.218465, -2.858039], [-3.463352, -0.299737, -1.556001], [-2.985815, -2.422065, -3.736915], [-4.422279, -1.445310, -3.466745], [-4.026598, -2.715741, -2.329511], [-0.205682, -2.405310, -2.902013], [-1.378557, -3.608556, -2.410548], [1.130381, -3.021103, -0.699716], [1.016806, -4.294868, -1.904772], [-0.024508, -4.341968, -0.494402], [-0.505760, 2.844171, -3.053374], [-1.659825, 2.914805, -2.312179], [-1.619310, 1.873611, -1.447160], [-0.436437, 1.185748, -1.668102], [0.219694, 1.806845, -2.648198], [-0.235696, 3.489615, -3.785442], [-2.390311, 3.693800, -2.450486], [-2.313789, 1.604431, -0.672138], [1.171876, 1.520972, -3.059209], [1.071373, -3.138177, 2.679919], [2.462372, -2.784148, 2.120414], [2.357810, -1.338642, 1.694657], [0.920406, -1.170965, 1.290398], [0.184759, -1.961543, 2.310380], [1.093965, -3.250318, 3.761677], [0.699464, -4.070713, 2.260314], [2.723368, -3.415834, 1.272550], [3.243243, -2.898309, 2.869999], [2.983970, -1.088110, 0.850840], [2.510689, -0.628114, 2.506739], [-0.770391, -2.220118, 1.886438], [0.024862, -1.271260, 3.138404], [3.825796, 5.540050, 2.339582], [4.955349, 4.754146, 2.060876], [4.508025, 3.825181, 1.031968], [4.894275, 2.544758, 0.975121], [5.701681, 1.996908, 1.693360], [4.222671, 1.669259, -0.066854], [4.996790, 0.943472, -0.969701], [4.380293, 0.025498, -1.807435], [3.023606, -0.197580, -1.668779], [2.286784, 0.471127, -0.765087], [2.865717, 1.418490, -0.005762], [4.104066, 6.384198, 2.713017], [5.280590, 4.163367, 2.918755], [5.786471, 5.356722, 1.688593], [3.857559, 4.201481, 0.360055], [6.069157, 1.094225, -0.997232], [4.940674, -0.538903, -2.539839], [2.516626, -0.939969, -2.275546], [2.230628, 1.943507, 0.698764]],
  "forces_ev_per_a": [[-0.573, 0.246, 0.347], [0.049, -0.010, 0.074], [0.031, -0.056, -0.081], [0.308, 0.104, 0.051], [0.005, -0.150, -0.077], [-0.024, -0.001, 0.013], [-0.240, 0.004, 0.027], [0.057, -0.035, 0.015], [0.004, -0.003, 0.001], [-0.004, 0.009, 0.001], [-0.013, 0.017, -0.009], [-0.061, 0.084, -0.040], [-0.039, -0.100, -0.011], [-0.009, -0.019, -0.029], [0.039, 0.039, 0.013], [-0.002, -0.016, 0.012], [0.015, 0.016, -0.011], [-0.011, 0.003, -0.006], [0.020, 0.024, 0.022], [0.048, -0.007, -0.054], [-0.005, 0.016, -0.034], [-0.027, -0.030, 0.006], [-0.008, 0.017, 0.010], [0.047, -0.022, 0.022], [-0.004, 0.012, 0.020], [0.015, 0.148, 0.182], [0.258, -0.308, -0.292], [-0.070, -0.073, -0.064], [-0.011, -0.012, -0.019], [-0.015, -0.009, 0.003], [-0.006, 0.000, 0.004], [0.013, 0.018, -0.023], [0.005, -0.007, 0.010], [0.027, 0.026, 0.054], [-0.054, -0.077, -0.081], [0.497, -0.458, -0.285], [-0.199, 0.330, 0.090], [-0.022, -0.015, -0.005], [0.024, 0.000, -0.016], [-0.019, -0.002, 0.002], [0.012, -0.011, -0.020], [0.019, 0.024, -0.031], [-0.003, -0.017, 0.016], [-0.038, 0.045, 0.027], [0.048, -0.011, 0.014], [0.006, 0.020, 0.001], [-0.038, -0.002, 0.046], [-0.078, 0.000, -0.031], [0.047, -0.050, 0.049], [0.017, 0.001, -0.013], [-0.047, 0.025, -0.041], [-0.018, 0.032, 0.055], [-0.048, -0.030, -0.008], [0.124, -0.028, 0.003], [-0.088, 0.300, 0.041], [-0.087, 0.016, 0.081], [-0.023, -0.021, 0.003], [0.050, 0.011, -0.029], [0.008, -0.015, 0.013], [0.069, 0.024, -0.041], [0.002, -0.002, -0.005], [0.017, 0.010, -0.001], [-0.002, -0.009, 0.021], [0.006, -0.013, 0.007]],
  "mulliken_charge": [1.117, -1.293, -0.920, 0.777, -0.363, -1.438, -0.819, -0.907, 0.431, 0.347, 0.335, 0.617, 0.702, 0.272, 0.512, 0.387, 0.430, 0.383, 0.420, 0.586, 0.002, 0.419, 0.382, -0.046, -0.599, -0.388, 0.160, -0.405, 0.258, 0.431, 0.590, 0.546, -0.681, -0.631, -0.220, -0.626, -0.038, 0.367, 0.274, 0.263, 0.448, 0.121, 0.492, -0.323, 0.442, -0.527, -0.403, -0.189, 0.215, -0.572, 0.168, -0.302, -0.899, -0.325, -0.107, -0.327, 0.345, 0.321, 0.341, 0.260, 0.564, 0.492, 0.511, 0.615],
  "total_charge": 3,
  "e_lumo_ev": -11.61,
  "total_energy_ev": -46365.095,
  "homo_energy_ev": -16.606,
  "homo_lumo_gap_ev": 4.998
}

{
  "formula": "C5H11NO",
  "method": "wB97M-V/def2-TZVPD",
  "symbols": ["C", "C", "C", "C", "N", "C", "H", "H", "H", "H", "H", "H", "H", "H", "H", "H", "H", "O"],
  "coordinates": [[-3.078177, 0.361645, -0.500703], [-1.738926, -0.337180, -0.579944], [-0.635914, 0.546769, -0.593792], [0.248738, 0.390787, 0.436213], [1.435162, 0.926911, 0.726998], [2.405758, 1.115222, -0.069087], [-3.838179, -0.093302, -1.156274], [-3.549967, 0.269228, 0.511044], [-3.023050, 1.407605, -0.949404], [-1.553317, -1.173735, 0.194641], [-1.714936, -0.975291, -1.470633], [-0.465899, 1.274641, -1.371609], [-0.237474, -0.091400, 1.189845], [3.245721, 1.586960, 0.363695], [2.609362, 1.052271, -1.171773], [3.154210, -2.873302, 1.605815], [3.287557, -1.307037, 1.726107], [3.449332, -2.080793, 1.108862]],
  "forces_ev_per_a": [[-1.722, 0.415, -0.436], [-1.810, -3.056, 0.105], [3.973, 1.000, 1.431], [-2.154, 0.906, -3.505], [2.229, 0.755, -0.065], [-0.009, 0.759, -0.557], [0.306, -0.249, 0.127], [0.635, 0.823, -0.707], [0.033, -1.038, 1.241], [-0.656, 1.543, -0.671], [-0.012, 0.313, -0.368], [-0.051, 0.017, -0.355], [-0.482, -1.858, 2.438], [1.055, 0.472, 0.735], [-1.296, -0.843, 0.610], [0.257, 0.824, -0.389], [0.190, -1.446, -1.087], [-0.486, 0.661, 1.453]],
  "mulliken_charge": [-0.998, -0.337, -0.270, -0.316, -0.485, -0.299, 0.301, 0.253, 0.295, 0.278, 0.278, 0.385, 0.395, 0.285, 0.243, 0.316, 0.333, -0.655],
  "e_lumo_ev": 0.66,
  "total_energy_ev": -8898.258,
  "homo_energy_ev": -8.514,
  "homo_lumo_gap_ev": 9.177
}

{
  "formula": "H25O12",
  "method": "wB97M-V/def2-TZVPD",
  "symbols": ["O", "H", "H", "O", "H", "H", "O", "H", "O", "H", "H", "O", "H", "H", "O", "H", "H", "O", "H", "H", "O", "H", "H", "O", "H", "H", "O", "H", "H", "O", "H", "H", "O", "H", "H", "H", "H"],
  "coordinates": [[3.023162, -0.117058, 3.362270], [-2.074123, 0.527253, -3.194436], [-1.023282, 1.372806, -0.536045], [-0.675258, -1.616238, -1.557811], [-0.700396, -1.002689, -0.773260], [-1.131958, -2.410891, -1.230412], [0.233175, -1.217637, -4.099931], [4.253065, 0.903994, -1.726598], [0.156558, -1.758158, 1.107113], [0.528950, -0.975645, -4.974597], [0.332069, -1.118056, 1.783611], [1.667709, -0.682986, -0.923085], [-2.043394, 1.120752, 0.474937], [1.439482, -1.609093, -0.975943], [3.439843, 1.145077, -2.189948], [0.329710, 4.157029, -0.948539], [2.807086, 0.873423, -1.501589], [-1.035390, 0.501541, 3.882568], [-0.743180, 1.392476, 3.683913], [2.085049, -0.287876, 3.375069], [-3.719601, 2.041333, 0.188523], [-0.773460, 0.110539, 4.707480], [-3.778252, 2.344536, 1.103436], [-1.624097, 0.659572, -0.276305], [0.713227, -1.966464, -3.746657], [-2.727829, -0.027911, -1.873561], [-2.290768, -0.280775, -2.711232], [-1.296243, -0.965939, -2.254989], [1.970850, -0.466892, -0.038979], [-0.469128, 4.164605, -1.486939], [-0.310862, -2.440020, 1.612626], [3.247696, 0.784720, 3.586304], [1.553854, -3.385857, 3.293743], [-4.406378, 2.505460, -0.293954], [1.799306, -3.670463, 2.416978], [-1.088219, 4.243639, -0.745540], [2.331025, -2.848107, 3.481778]],
  "forces_ev_per_a": [[0.968, -0.916, -0.298], [0.113, 0.093, 0.065], [0.451, 0.012, -0.482], [-0.252, 0.279, 0.359], [0.526, -0.049, 0.408], [-0.228, -0.058, -0.223], [-0.877, 0.409, 0.413], [0.219, 0.171, -0.449], [-0.503, -1.180, -0.496], [0.465, -0.298, -0.174], [0.125, 1.078, 0.677], [0.393, 1.003, -0.542], [-0.235, -0.702, -0.159], [0.097, -0.211, 0.483], [0.201, -0.075, 0.935], [0.632, -0.091, -0.452], [-0.273, -0.011, -0.820], [-0.874, -0.737, -1.418], [0.427, 0.110, 0.685], [-0.518, 0.609, 0.177], [-0.200, 0.137, 0.273], [0.524, 0.558, 0.652], [-0.203, 0.107, 0.025], [0.507, 0.123, 0.355], [0.408, -0.009, -0.363], [0.147, 0.492, -0.028], [-0.309, -0.306, -0.235], [-0.313, -0.499, -0.262], [-0.112, -0.517, 0.377], [-0.131, -0.005, 0.913], [0.069, -0.036, -0.064], [-0.546, 0.264, 0.086], [0.348, 0.239, 0.181], [-0.215, 0.202, -0.046], [-0.283, -0.424, -0.663], [-0.539, -0.015, -0.434], [-0.008, 0.252, 0.542]],
  "mulliken_spin": [0.151, -0.040, -0.060, -0.134, -0.009, 0.176, 0.128, -0.011, -0.570, -0.029, 0.074, 0.465, -0.130, -0.022, 0.031, -0.060, -0.012, 0.108, -0.045, -0.030, 0.031, 0.008, -0.002, 0.539, -0.016, -0.007, 0.171, 0.069, -0.054, 0.241, 0.172, -0.050, 0.002, -0.017, 0.001, -0.057, -0.012],
  "e_lumo_ev": [0.14, -0.13],
  "total_energy_ev": -24971.562,
  "homo_energy_ev": [-2.824, -10.618],
  "multiplicity": 2,
  "homo_lumo_gap_ev": [2.968, 10.492]
}